(1)
C3H2ClF7In as an isolated structure. Source: OMol25; level of theory: the ωB97M-V functional and the def2-TZVPD basis.

Structure (XYZ):
```
14
Properties=species:S:1:pos:R:3
F -0.33 0.92 1.74
C -1.29 0.80 0.82
F -2.50 0.91 1.44
F -1.20 1.81 -0.07
C -1.21 -0.56 0.11
F -2.07 -0.51 -0.93
F -1.73 -1.45 1.01
C 0.22 -1.02 -0.34
F -0.01 -1.72 -1.50
F 0.60 -1.96 0.56
In 1.88 0.47 -0.77
Cl 3.61 -0.01 0.93
H 2.63 0.15 -2.34
H 1.41 2.16 -0.67
```

Properties
LUMO energy ... 3.2382 eV
Net charge ... -1
2S+1 ... 1
Orbital gap ... 8.845 eV


(2)
The molecule C3H2ClFN2O. Source: OMol25; level of theory: the ωB97M-V functional and the def2-TZVPD basis.

Structure (XYZ):
```
10
Properties=species:S:1:pos:R:3
H 0.46 3.47 -0.78
N 0.75 2.89 0.02
C 0.62 1.60 -0.29
N 0.52 0.70 0.76
C -0.16 -0.46 0.39
Cl -0.29 -1.77 1.56
C -0.38 -0.40 -0.91
F -0.92 -1.11 -1.82
O 0.39 0.76 -1.46
H 0.34 1.03 1.74
```

Properties
LUMO energy ... 0.5596 eV
ΔE to the lowest compared entry with this formula, charge and spin ... 38.8 kcal per mole
SMILES ... [H]/N=c1/[nH]c(Cl)c(F)o1
2S+1 ... 1
Orbital gap ... 9.286 eV


(3)
The molecule C3H2ClFO2. Source: OMol25; level of theory: the ωB97M-V functional and the def2-TZVPD basis.

Structure (XYZ):
```
9
Properties=species:S:1:pos:R:3
O 1.21 0.39 0.57
C 0.59 -0.62 0.30
O -0.64 -0.65 -0.11
C -1.29 0.55 0.02
C -2.59 0.63 0.13
F -3.40 1.64 -0.04
Cl -3.42 -0.97 0.09
H 1.09 -1.70 0.40
H -0.59 1.37 -0.06
```

Properties
LUMO energy ... 0.6512 eV
ΔE to the lowest compared entry with this formula, charge and spin ... 25.9 kcal per mole
SMILES ... O=CO/C=C(/F)Cl
2S+1 ... 1
Orbital gap ... 10.655 eV


(4)
The molecule C3H2ClN. Source: OMol25; level of theory: the ωB97M-V functional and the def2-TZVPD basis.

Structure (XYZ):
```
7
Properties=species:S:1:pos:R:3
N 2.23 1.12 1.50
C 1.41 0.54 0.94
C 0.27 -0.08 0.22
C -0.81 -0.11 -0.63
Cl -2.24 0.73 -1.94
H 0.38 -1.10 0.62
H -1.24 -1.10 -0.72
```

Properties
LUMO energy ... -1.1646 eV
ΔE to the lowest compared entry with this formula, charge and spin ... 64.0 kcal per mole
SMILES ... N#C/C=C\Cl
2S+1 ... 1
Orbital gap ... 9.897 eV


(5)
C3H2ClN3O4S2 as an isolated structure. Source: OMol25; level of theory: the ωB97M-V functional and the def2-TZVPD basis.

Structure (XYZ):
```
15
Properties=species:S:1:pos:R:3
C 1.94 -0.31 -0.18
C -0.37 0.02 -0.27
C 0.91 0.78 -0.11
N 1.56 -1.82 0.90
N 0.35 -2.00 0.90
N -0.57 -1.29 0.23
O 4.58 -0.93 -0.29
O 3.77 1.44 -0.65
O -2.89 0.11 0.53
O -1.14 0.40 -1.35
S 3.55 0.09 -0.17
S -1.87 1.02 0.05
Cl 0.77 1.75 1.45
H 0.91 1.47 -0.84
H -1.55 -1.72 0.19
```

Properties
LUMO energy (alpha / beta) ... -1.9344 / -1.9337 eV
2S+1 ... 1
Orbital gap (alpha / beta) ... 7.918 / 7.918 eV


(6)
The molecule C3H2ClNO. Source: OMol25; level of theory: the ωB97M-V functional and the def2-TZVPD basis.

Structure (XYZ):
```
8
Properties=species:S:1:pos:R:3
C 1.08 -1.87 -0.22
C -1.92 -0.19 -0.07
C 0.46 0.48 0.04
N 1.30 -0.60 0.02
O -0.84 0.52 -0.05
Cl -3.42 0.64 -0.22
H 1.01 1.43 0.23
H 2.32 -0.41 0.26
```

Properties
LUMO energy (alpha / beta) ... 0.0636 / -1.4013 eV
ΔE to the lowest compared entry with this formula, charge and spin ... 185.2 kcal per mole
2S+1 ... 1
Orbital gap (alpha / beta) ... 8.484 / 6.621 eV


(7)
C3H2CoFO2 as an isolated structure. Source: OMol25; level of theory: the ωB97M-V functional and the def2-TZVPD basis.

Structure (XYZ):
```
9
Properties=species:S:1:pos:R:3
F -0.96 1.34 -0.62
O -0.50 -1.02 -0.64
O 0.94 0.54 0.40
C -1.49 -1.28 0.32
C -1.42 -0.10 0.99
C -0.26 0.26 0.07
H -1.75 -2.31 0.57
H -1.75 0.29 1.95
Co 2.52 -0.07 -0.10
```

Properties
LUMO energy (alpha / beta) ... 0.4431 / -2.1897 eV
ΔE to the lowest compared entry with this formula, charge and spin ... 0.0 kcal per mole
2S+1 ... 5
Orbital gap (alpha / beta) ... 8.501 / 6.843 eV


(8)
C3H2CrO3 as an isolated structure. Source: OMol25; level of theory: the ωB97M-V functional and the def2-TZVPD basis.

Structure (XYZ):
```
9
Properties=species:S:1:pos:R:3
C 0.31 0.37 2.46
C 0.74 0.01 1.28
O 0.87 -0.21 0.13
C -1.08 0.10 -2.88
O -1.59 0.96 -3.45
O -0.59 -0.62 -2.09
H 1.03 0.47 3.28
Cr 1.05 -1.73 -1.28
H -0.75 0.65 2.55
```

Properties
LUMO energy (alpha / beta) ... -12.8308 / -10.8809 eV
ΔE to the lowest compared entry with this formula, charge and spin ... 0.0 kcal per mole
Net charge ... +2
2S+1 ... 5
Orbital gap (alpha / beta) ... 5.788 / 8.099 eV


| no. | molecular weight (g mol⁻¹) |
| --- | --- |
| 1 | 321.3 |
| 2 | 136.5 |
| 3 | 124.5 |
| 4 | 87.5 |
| 5 | 243.7 |
| 6 | 103.5 |
| 7 | 148.0 |
| 8 | 138.0 |